The following is a DFT calculation (the ωB97M-V functional and the def2-TZVPD basis) of a structure of composition C5H7Cl in a non-equilibrium geometry.

Summary:
**Lowest unoccupied orbital energy**: -0.782 eV
**HOMO energy**: -9.39 eV
**Total energy**: -17816.9602 eV

XYZ file:
```
13
Properties=species:S:1:pos:R:3:forces:R:3:nbo_charge:R:1
C -0.233 -0.859 0.190 0.18 -2.06 -4.16 -0.073
C -0.468 -1.921 -0.695 -2.01 0.92 5.06 -0.309
C -0.064 -0.195 1.477 -0.08 0.56 -1.42 -0.460
C 0.374 0.487 0.166 2.57 -2.95 0.61 0.274
C -0.061 1.704 -0.534 2.53 0.26 -1.77 -0.687
Cl 2.617 -0.034 -0.259 -2.48 0.88 0.63 -0.375
H -0.202 -1.973 -1.690 0.84 0.73 -1.95 0.206
H -1.136 -2.834 -0.435 1.50 1.63 0.20 0.204
H -0.909 0.249 1.909 -1.29 0.73 0.66 0.226
H 0.577 -0.597 2.207 1.16 -0.36 0.50 0.258
H 0.107 2.670 -0.095 -0.07 0.10 0.89 0.235
H -1.067 1.480 -0.696 -1.97 0.25 -0.52 0.241
H 0.466 1.824 -1.546 -0.87 -0.69 1.27 0.260
```
Positions in Å, forces in eV/Å.

***

The following is a DFT calculation (the ωB97M-V functional and the def2-TZVPD basis) of a cluster of 2 separate species, C5H7Cl in total in a non-equilibrium geometry.

Summary:
**Multiplicity**: 3
**Lowest unoccupied orbital energy (spin up / spin down)**: 1.081 / -2.031 eV
**HOMO energy (spin up / spin down)**: -5.15 / -10.96 eV
**Total energy**: -17813.0968 eV

XYZ file:
```
13
Properties=species:S:1:pos:R:3:forces:R:3:nbo_charge:R:1
C 0.135 -1.239 -0.094 1.34 -1.05 -3.84 -0.667
C -1.204 2.326 -0.440 -0.30 -0.20 1.47 -0.229
C 1.584 -0.824 -0.037 -2.09 -10.08 -1.72 -0.192
C -1.888 2.013 0.499 0.41 0.34 -1.55 -0.230
C 1.968 0.426 0.135 4.49 8.09 1.06 -0.230
Cl 3.664 0.746 -0.017 -0.71 0.01 -0.20 0.025
H -0.096 -1.913 -1.071 0.40 1.60 1.80 0.213
H 0.056 -1.936 0.647 -0.52 -2.18 2.21 0.229
H -0.424 2.660 -1.045 0.54 0.23 -0.87 0.229
H -0.673 -0.559 0.050 -0.06 1.07 -0.15 0.230
H 2.414 -1.645 -0.118 -1.97 1.53 0.44 0.197
H -2.677 1.731 1.111 -0.67 -0.33 0.95 0.228
H 1.409 1.288 0.309 -0.86 0.97 0.41 0.196
```
Positions in Å, forces in eV/Å.

***

The following is a DFT calculation (the ωB97M-V functional and the def2-TZVPD basis) of the ion C5H7Cl2N2 with charge +1 in a non-equilibrium geometry.

Summary:
**Lowest unoccupied orbital energy**: -6.358 eV
**HOMO energy**: -13.75 eV
**Charge**: +1
**Total energy**: -33314.3205 eV

XYZ file:
```
16
Properties=species:S:1:pos:R:3:forces:R:3:nbo_charge:R:1
C -0.023 1.201 0.604 0.81 -1.86 -0.59 -0.184
C -1.127 0.647 0.133 0.50 0.82 0.54 -0.170
C 1.224 0.391 0.661 -1.68 1.15 -0.14 0.428
C -1.262 -0.765 -0.239 0.26 -0.85 3.34 0.422
C -1.375 -1.135 -1.581 1.17 -1.58 -2.45 -0.800
N 1.275 -0.761 0.162 0.43 -2.38 -0.20 -0.696
N 2.221 1.022 1.232 0.89 -1.53 0.17 -0.749
Cl -2.584 1.495 -0.135 -0.36 0.03 -0.03 0.147
Cl -1.803 -1.790 1.038 0.67 0.83 -1.27 0.245
H 0.178 2.184 0.896 -0.81 1.59 0.19 0.244
H -2.109 -1.892 -1.771 -0.33 -0.73 0.22 0.288
H -0.377 -1.556 -2.026 -1.57 1.12 0.84 0.361
H -1.735 -0.255 -2.070 0.33 0.67 -0.97 0.283
H 2.204 -1.241 0.375 -1.71 0.48 -0.64 0.375
H 2.239 1.946 1.477 -0.07 2.44 0.71 0.407
H 3.055 0.508 1.241 1.48 -0.20 0.28 0.400
```
Positions in Å, forces in eV/Å.

***

The following is a DFT calculation (the ωB97M-V functional and the def2-TZVPD basis) of the molecule C5H7Cl2P in a non-equilibrium geometry.

Summary:
**Multiplicity**: 3
**Lowest unoccupied orbital energy (spin up / spin down)**: 0.843 / -2.340 eV
**HOMO energy (spin up / spin down)**: -6.96 / -9.18 eV
**Total energy**: -39627.8350 eV

XYZ file:
```
15
Properties=species:S:1:pos:R:3:forces:R:3:nbo_charge:R:1
C 0.189 -0.138 -0.670 -0.82 1.73 1.40 -0.156
C 1.119 -1.000 -0.383 0.58 -0.48 -2.42 0.002
C -0.612 0.543 0.480 -0.74 0.27 -3.69 -0.428
C -0.066 0.424 1.868 1.47 -0.06 0.47 -0.736
C -0.199 0.389 -2.019 4.80 -0.33 -1.58 -0.629
P 1.066 -1.093 2.260 -0.91 1.09 1.11 0.618
Cl 2.125 -1.784 -1.513 0.15 -0.24 0.43 0.036
Cl -0.256 -2.640 2.320 -0.14 -0.01 -0.11 -0.291
H -0.708 1.614 0.111 0.32 -0.91 0.88 0.218
H -1.642 0.162 0.161 0.82 0.18 1.68 0.227
H 0.695 1.249 2.078 -0.95 -0.81 -0.41 0.232
H -0.888 0.580 2.543 -0.11 -0.25 0.78 0.242
H -0.123 1.474 -2.105 0.70 0.17 0.39 0.221
H -1.170 0.289 -2.253 -3.66 -1.22 -0.67 0.218
H 0.472 -0.068 -2.879 -1.50 0.87 1.75 0.226
```
Positions in Å, forces in eV/Å.

***

The following is a DFT calculation (the ωB97M-V functional and the def2-TZVPD basis) of a cluster of 2 separate species, C5H7Cl3NO4P in total in a non-equilibrium geometry.

Summary:
**Lowest unoccupied orbital energy (spin up / spin down)**: -1.006 / -1.125 eV
**HOMO energy (spin up / spin down)**: -8.86 / -8.03 eV
**Total energy**: -61831.4701 eV

XYZ file:
```
21
Properties=species:S:1:pos:R:3:forces:R:3:nbo_charge:R:1
C -0.420 2.681 2.193 -1.51 -0.29 -1.38 0.494
C -0.296 0.710 0.623 0.78 -1.89 -1.45 0.037
C 0.387 -2.504 1.118 0.41 -0.10 1.28 -0.252
C 1.344 0.066 -2.144 -2.05 2.87 2.42 -0.245
C -2.281 0.123 -1.190 0.69 -0.29 -0.06 -0.242
N -0.489 1.710 1.214 -0.72 0.16 1.74 -0.429
O -0.820 2.580 3.311 0.42 -0.40 0.89 -0.501
O 2.465 0.764 0.679 -1.44 -0.98 -0.18 -1.048
O 1.339 -1.425 1.363 -0.35 -1.48 0.37 -0.800
O 1.209 -0.775 -0.995 0.23 -1.10 0.18 -0.837
P 1.341 -0.183 0.446 1.54 2.08 -0.22 2.334
Cl -3.640 0.071 -0.149 0.05 0.21 -0.12 0.077
Cl -1.857 -1.381 -1.935 -0.11 -0.45 0.35 0.031
Cl -2.178 1.365 -2.376 -0.27 0.59 0.32 0.050
H -0.341 3.548 1.603 0.94 2.22 0.02 0.131
H 0.062 -2.908 2.087 0.89 -0.24 -0.25 0.208
H 0.687 -3.239 0.374 0.52 0.14 0.32 0.207
H -0.488 -2.061 0.796 -1.96 0.94 -1.17 0.186
H 0.370 -0.035 -2.637 0.61 0.29 -0.38 0.200
H 2.161 -0.274 -2.701 1.18 -0.12 -0.88 0.202
H 1.442 1.166 -1.679 0.15 -2.14 -1.81 0.195
```
Positions in Å, forces in eV/Å.

***

The following is a DFT calculation (the ωB97M-V functional and the def2-TZVPD basis) of a structure of composition C5H7Cl3O in a non-equilibrium geometry.

Summary:
**Lowest unoccupied orbital energy**: 0.669 eV
**HOMO energy**: -9.33 eV
**Total energy**: -44911.6694 eV

XYZ file:
```
16
Properties=species:S:1:pos:R:3:forces:R:3:nbo_charge:R:1
C 1.622 0.670 0.274 0.08 -0.01 -0.12 -0.406
C 1.166 -0.731 0.519 0.00 -0.15 0.02 -0.401
C 0.373 0.148 -0.401 0.18 0.07 0.09 -0.339
C -2.613 -0.168 -0.411 3.72 1.21 0.29 0.155
C -0.909 0.772 -0.002 -3.44 -1.16 -0.62 -0.060
O -3.599 0.418 0.254 -0.64 0.20 0.11 -0.671
Cl -2.283 -1.844 0.037 -0.12 -0.25 0.03 -0.065
Cl -1.151 2.317 -0.835 0.07 0.11 -0.07 -0.021
Cl -1.088 0.995 1.734 0.08 0.08 0.35 -0.032
H 1.488 1.389 1.066 -0.09 0.04 0.07 0.225
H 2.494 0.857 -0.331 0.08 -0.12 -0.16 0.222
H 1.725 -1.536 0.069 0.00 -0.05 -0.12 0.224
H 0.749 -0.975 1.483 -0.06 0.05 0.07 0.231
H 0.424 -0.045 -1.465 0.04 -0.02 0.00 0.245
H -2.725 -0.070 -1.487 -0.06 0.02 0.10 0.199
H -3.464 0.356 1.212 0.16 -0.02 -0.06 0.495
```
Positions in Å, forces in eV/Å.

***

The following is a DFT calculation (the ωB97M-V functional and the def2-TZVPD basis) of the molecule C5H7ClFN.

Summary:
**Lowest unoccupied orbital energy**: 0.883 eV
**HOMO energy**: -9.32 eV
**Total energy**: -22027.0176 eV

XYZ file:
```
15
Properties=species:S:1:pos:R:3:forces:R:3:nbo_charge:R:1
C 1.336 -1.452 -0.731 -0.34 0.72 0.02 -0.385
C 0.057 -1.490 -0.384 0.29 0.28 -0.07 -0.045
Cl -0.727 -3.017 -0.074 -0.01 -0.01 0.01 -0.005
C -0.845 -0.322 -0.160 0.42 -0.15 0.34 0.284
F -2.043 -0.487 -0.800 -0.26 0.03 -0.18 -0.337
C -0.940 0.331 1.185 -0.02 0.29 -0.59 -0.444
C -0.437 1.117 -0.008 -0.35 -0.01 -0.19 -0.077
N 0.942 1.531 -0.032 -0.15 0.45 0.24 -0.830
H 1.915 -2.345 -0.830 0.19 -0.40 -0.01 0.213
H 1.823 -0.489 -0.885 -0.22 -0.38 0.05 0.232
H -1.914 0.580 1.554 -0.37 0.00 0.11 0.233
H -0.214 0.056 1.918 0.38 -0.23 0.30 0.232
H -1.200 1.779 -0.452 0.41 -0.26 0.20 0.200
H 1.177 1.918 -0.938 0.02 -0.07 -0.08 0.364
H 1.069 2.292 0.636 0.02 -0.28 -0.14 0.366
```
Positions in Å, forces in eV/Å.

***

The following is a DFT calculation (the ωB97M-V functional and the def2-TZVPD basis) of the molecule C5H7ClN2 in a non-equilibrium geometry.

Summary:
**Lowest unoccupied orbital energy**: 0.535 eV
**HOMO energy**: -8.49 eV
**Total energy**: -20798.2676 eV

XYZ file:
```
15
Properties=species:S:1:pos:R:3:forces:R:3:nbo_charge:R:1
C 1.101 0.915 1.659 0.77 0.23 -0.49 -0.347
C 1.378 0.342 0.467 0.89 0.51 1.96 -0.247
C 0.482 0.541 -0.637 -0.30 -0.82 -0.55 -0.015
Cl 1.154 1.437 -1.968 0.05 0.21 -0.03 0.001
C -0.734 0.029 -0.753 -1.11 0.56 -0.83 -0.262
C -1.458 -0.833 0.211 -0.04 0.67 -0.21 -0.001
N -0.985 -1.664 1.034 0.10 -0.37 0.59 -0.199
N -1.920 -2.335 1.813 -0.21 0.12 2.48 -0.649
H 0.160 1.513 1.777 1.06 -0.66 0.03 0.204
H 1.882 0.928 2.467 -1.17 -0.22 -0.71 0.210
H 2.310 -0.219 0.272 -0.50 0.46 0.25 0.227
H -1.297 0.445 -1.631 0.27 -0.92 0.93 0.227
H -2.522 -0.684 0.280 -0.72 0.31 -0.46 0.144
H -2.900 -1.898 1.849 1.88 -0.53 -0.09 0.332
H -1.535 -2.484 2.832 -0.97 0.47 -2.88 0.374
```
Positions in Å, forces in eV/Å.

***

The following is a DFT calculation (the ωB97M-V functional and the def2-TZVPD basis) of the molecule C5H7ClN2O in a non-equilibrium geometry.

Summary:
**Lowest unoccupied orbital energy**: -0.467 eV
**HOMO energy**: -9.72 eV
**Total energy**: -22845.7093 eV

XYZ file:
```
16
Properties=species:S:1:pos:R:3:forces:R:3:nbo_charge:R:1
C -2.676 -0.736 -0.062 0.21 -1.87 2.64 -0.624
C -1.418 -0.407 0.779 -0.68 1.16 -1.87 -0.054
O -0.467 0.061 -0.234 1.38 0.49 -0.22 -0.520
C 0.889 -0.037 -0.088 -0.23 -1.35 -0.50 0.383
Cl 1.419 -1.828 -0.264 -0.22 0.05 0.09 -0.119
C 1.788 0.659 -1.082 -0.39 0.95 1.09 -0.209
C 2.717 1.296 -0.386 -2.29 -1.60 1.19 -0.090
N 2.435 1.072 1.042 1.15 0.11 0.29 -0.111
N 1.484 0.307 1.227 -0.53 0.75 -0.39 -0.151
H -2.739 -1.808 -0.346 -0.09 0.76 0.21 0.217
H -3.612 -0.346 0.370 0.43 -0.48 0.08 0.215
H -2.455 -0.164 -0.871 0.02 1.42 -2.87 0.226
H -0.954 -1.108 1.387 0.57 -1.73 0.91 0.198
H -1.634 0.450 1.361 -0.16 0.88 0.84 0.182
H 1.669 0.779 -2.114 -0.38 -0.52 -1.31 0.239
H 3.554 1.812 -0.720 1.23 0.97 -0.20 0.220
```
Positions in Å, forces in eV/Å.

***

The following is a DFT calculation (the ωB97M-V functional and the def2-TZVPD basis) of a structure of composition C5H7ClN2S2 in a non-equilibrium geometry.

Summary:
**Lowest unoccupied orbital energy**: -1.101 eV
**HOMO energy**: -7.93 eV
**Total energy**: -42468.1197 eV

XYZ file:
```
17
Properties=species:S:1:pos:R:3:forces:R:3:nbo_charge:R:1
C 1.032 0.705 0.472 -1.46 2.69 -1.95 0.053
C -0.987 1.575 -0.821 -2.41 1.46 -1.68 0.282
C 0.085 -0.372 0.111 -1.94 0.15 -0.71 -0.027
C -0.461 -0.856 1.493 1.86 -4.26 -1.41 -0.591
C 0.738 -1.524 -0.733 1.04 0.82 2.03 -0.607
N -0.994 0.248 -0.621 -0.46 0.82 -0.58 -0.611
N -0.094 2.204 -0.100 3.34 -2.37 2.41 -0.508
S 2.458 0.933 1.010 0.32 0.10 0.28 0.289
S -2.165 2.374 -1.792 1.00 -0.86 0.52 -0.317
Cl 0.643 3.644 -0.475 -0.12 -0.05 -0.03 0.223
H -1.189 -0.368 2.085 -0.30 1.34 0.10 0.250
H 0.470 -1.175 2.059 -1.36 0.33 -0.15 0.215
H -0.954 -1.820 1.126 0.40 0.92 1.05 0.219
H 0.288 -2.496 -0.857 -0.98 0.13 0.27 0.237
H 1.542 -1.652 -0.041 1.17 -1.08 0.20 0.218
H 1.233 -1.262 -1.645 -0.22 0.80 -0.60 0.236
H -1.645 -0.158 -1.272 0.12 -0.94 0.26 0.439
```
Positions in Å, forces in eV/Å.

***

The following is a DFT calculation (the ωB97M-V functional and the def2-TZVPD basis) of the ion C5H7ClNO2 with charge -1 in a non-equilibrium geometry.

Summary:
**Lowest unoccupied orbital energy**: 3.850 eV
**HOMO energy**: -2.25 eV
**Charge**: -1
**Total energy**: -23401.3420 eV

XYZ file:
```
16
Properties=species:S:1:pos:R:3:forces:R:3:nbo_charge:R:1
O 3.151 -0.203 1.355 -2.52 -1.89 -3.35 -0.588
C 2.470 -0.481 0.346 2.41 2.74 2.65 0.558
Cl 2.037 -2.222 -0.118 0.34 1.13 0.41 -0.142
C 1.919 0.692 -0.646 -1.43 -0.67 -1.43 -0.320
N 0.573 0.380 -1.144 0.87 1.58 1.12 -0.806
C -0.473 0.852 -0.214 -0.53 -3.31 -1.60 -0.238
C -1.704 -0.325 -0.414 0.36 -0.32 2.41 0.121
C -2.386 -0.863 1.025 2.03 1.71 -5.17 -0.288
O -1.387 -1.694 0.118 -2.65 4.11 0.62 -0.513
H 2.664 0.711 -1.528 -0.89 -0.25 1.24 0.191
H 2.012 1.728 -0.154 0.21 -1.58 0.05 0.170
H -0.138 0.770 0.874 -0.67 0.45 -0.88 0.137
H -0.966 1.842 -0.499 0.43 -0.75 0.65 0.135
H -2.425 -0.211 -1.356 1.79 -0.68 1.99 0.168
H -1.888 -0.094 1.684 -0.95 -1.66 -0.09 0.216
H -3.459 -0.882 0.671 1.22 -0.61 1.37 0.198
```
Positions in Å, forces in eV/Å.

***

The following is a DFT calculation (the ωB97M-V functional and the def2-TZVPD basis) of a cluster of 3 separate species, C5H7ClNO3 in total in a non-equilibrium geometry.

Summary:
**Lowest unoccupied orbital energy (spin up / spin down)**: 3.434 / 3.428 eV
**HOMO energy (spin up / spin down)**: -3.25 / -2.41 eV
**Charge**: -1
**Total energy**: -25449.2843 eV

XYZ file:
```
17
Properties=species:S:1:pos:R:3:forces:R:3:nbo_charge:R:1
C -2.257 -2.085 -0.483 0.63 -1.36 2.73 1.038
C 2.017 -0.078 -0.799 -1.32 -4.23 1.31 -0.614
C 0.986 -0.352 0.373 3.46 0.93 -0.54 -0.366
C 0.307 0.929 0.799 -0.72 -1.99 3.32 -0.642
C -0.231 1.714 -0.251 -1.59 1.27 -1.58 -0.160
N -2.413 0.970 -0.414 1.38 -0.61 0.99 0.067
O -2.042 -1.795 -1.565 -0.10 0.67 -2.28 -0.521
O -2.327 -2.594 0.572 -0.48 0.28 -0.54 -0.566
O -2.335 0.056 0.368 -0.81 0.90 -0.67 -0.434
Cl -0.411 3.348 0.470 -0.26 0.61 -0.25 -0.202
H 2.934 0.307 -0.404 0.84 -0.17 -0.30 0.192
H 1.941 -1.076 -1.402 1.50 1.52 0.99 0.181
H 1.542 0.553 -1.433 -1.11 2.47 -1.87 0.225
H 1.575 -0.777 1.209 -0.44 0.10 -0.13 0.180
H 0.405 -1.142 -0.014 -1.51 -0.53 -0.05 0.189
H 0.858 1.570 1.547 0.00 -0.99 -0.66 0.203
H -0.548 0.452 1.426 0.53 1.16 -0.46 0.231
```
Positions in Å, forces in eV/Å.

***

Question: Which value of total energy does entry 12 give?
Answer: -25449.2843 eV